Density functional theory data (ωB97M-V/def2-TZVPD) for a 3-piece molecular cluster, C25H51N2O2 overall in a non-equilibrium geometry.

Last column: Löwdin charge in e.
Cartesian coordinates (Å):
C: 5.50 5.42 -0.32  -0.163
C: 4.15 6.33 -0.69  -0.258
C: 3.76 5.86 -2.25  -0.064
C: 2.26 6.36 -2.66  -0.226
C: 1.04 5.74 -1.76  -0.393
C: 0.55 6.77 -0.53  -0.118
C: 1.28 4.22 -1.20  -0.120
H: 6.14 5.87 0.55  0.068
H: 5.06 4.34 -0.04  0.078
H: 6.13 5.23 -1.31  0.078
H: 4.44 7.47 -0.71  0.099
H: 3.34 6.04 0.09  0.085
H: 3.84 4.67 -2.20  0.091
H: 2.24 7.54 -2.69  0.108
H: 2.07 5.97 -3.78  0.108
H: 0.09 5.67 -2.48  0.131
H: 1.34 6.87 0.33  0.065
H: -0.40 6.23 -0.05  0.088
H: 0.20 7.79 -0.98  0.074
H: 0.20 3.73 -1.07  0.097
H: 1.92 4.18 -0.21  0.082
H: 1.82 3.58 -2.05  0.090
C: -0.11 0.58 -0.08  -0.062
C: 1.25 0.00 0.44  -0.489
C: 2.32 1.11 0.45  -0.166
C: 3.67 0.63 0.99  -0.201
C: 3.52 -0.02 2.36  -0.154
C: 2.38 -1.08 2.46  -0.496
N: 1.11 -0.67 1.78  -0.194
O: 0.44 0.24 2.62  -0.354
C: 2.84 -2.44 1.89  -0.072
C: 2.18 -1.38 3.99  -0.074
C: 1.62 -1.04 -0.66  -0.062
H: -0.51 1.37 0.57  0.064
H: 0.01 1.03 -1.07  0.059
H: -0.87 -0.20 -0.16  0.063
H: 1.98 1.96 1.06  0.105
H: 2.47 1.51 -0.57  0.094
H: 4.14 -0.07 0.29  0.093
H: 4.35 1.48 1.06  0.093
H: 4.48 -0.48 2.63  0.105
H: 3.35 0.78 3.09  0.108
H: 2.01 -3.16 1.88  0.074
H: 3.63 -2.88 2.50  0.064
H: 3.25 -2.38 0.88  0.046
H: 2.00 -0.48 4.58  0.063
H: 3.08 -1.85 4.42  0.062
H: 1.34 -2.07 4.15  0.073
H: 1.42 -0.64 -1.67  0.072
H: 1.02 -1.96 -0.56  0.062
H: 2.67 -1.31 -0.68  0.046
C: -1.28 -4.05 -0.86  -0.042
C: -2.77 -4.11 -0.37  -0.471
C: -2.97 -3.14 0.81  -0.123
C: -4.41 -3.10 1.31  -0.187
C: -5.39 -2.81 0.17  -0.138
C: -5.18 -3.67 -1.11  -0.477
N: -3.74 -3.84 -1.49  -0.029
O: -3.32 -2.67 -2.14  -0.027
C: -5.82 -5.07 -0.95  -0.052
C: -6.04 -3.01 -2.25  -0.055
C: -2.91 -5.57 0.14  -0.052
H: -0.99 -3.06 -1.23  0.065
H: -0.60 -4.28 -0.03  0.085
H: -1.10 -4.78 -1.66  0.084
H: -2.67 -2.12 0.52  0.124
H: -2.31 -3.42 1.65  0.132
H: -4.68 -4.04 1.80  0.099
H: -4.51 -2.33 2.08  0.117
H: -6.41 -2.94 0.54  0.119
H: -5.29 -1.75 -0.08  0.122
H: -5.60 -5.70 -1.81  0.090
H: -6.92 -4.99 -0.88  0.079
H: -5.51 -5.59 -0.05  0.056
H: -5.81 -1.95 -2.38  0.074
H: -7.11 -3.06 -2.01  0.078
H: -5.89 -3.52 -3.21  0.083
H: -2.02 -5.87 0.72  0.086
H: -3.00 -6.28 -0.69  0.087
H: -3.75 -5.72 0.82  0.052

Charge: -1
Multiplicity: 3
HOMO level (spin up / spin down) in eV: -1.5 / -1.5
HOMO-LUMO gap (spin up / spin down) in eV: 4.070 / 3.191
⟨S²⟩: 2.01
Strongest force on any atom in eV/Å: 5.27
Relative energy (zero: lowest compared OMol25 entry of this formula, charge and spin) in eV: 5.176
LUMO energy (spin up / spin down) in Eh: 0.093 / 0.061

=====

Density functional theory data (ωB97M-V/def2-TZVPD) for a 2-piece molecular cluster, C3H9ClNO overall in a non-equilibrium geometry.

Last column: Löwdin charge in e.
Cartesian coordinates (Å):
C: -2.43 -0.89 0.42  -0.063
C: 0.74 0.97 -0.95  -0.024
C: -0.13 -1.18 0.92  -0.606
N: 2.08 1.20 -0.59  0.069
O: -1.15 -1.38 0.11  -0.187
Cl: 1.36 -1.96 0.73  0.749
H: -3.11 -1.63 -0.17  0.135
H: -2.63 0.10 -0.27  0.150
H: -2.56 -0.72 1.50  0.100
H: 0.47 0.31 -1.62  0.013
H: 0.23 1.88 -0.92  0.052
H: -0.23 -0.80 1.99  0.118
H: 1.93 2.14 -0.18  0.172
H: 2.88 1.25 -1.20  0.159
H: 2.54 0.70 0.23  0.162

Charge: +1
Multiplicity: 1
HOMO level (spin up / spin down) in eV: -13.0 / -11.1
HOMO-LUMO gap (spin up / spin down) in eV: 9.166 / 6.051
Strongest force on any atom in eV/Å: 4.70
Relative energy (zero: lowest compared OMol25 entry of this formula, charge and spin) in eV: 4.985
LUMO energy (spin up / spin down) in Eh: -0.141 / -0.187

=====

Density functional theory data (ωB97M-V/def2-TZVPD) for a 12-piece molecular cluster, C48H84N12 overall in a non-equilibrium geometry.

Last column: Löwdin charge in e.
Cartesian coordinates (Å):
C: 0.32 -1.21 -0.57  -0.096
C: 0.60 0.20 -0.06  -0.234
C: 0.18 0.42 1.41  -0.152
C: -1.29 0.59 1.61  -0.179
N: -2.45 0.78 1.72  0.161
H: 0.72 -1.32 -1.58  0.042
H: -0.72 -1.51 -0.58  0.061
H: 1.01 -1.88 -0.05  0.060
H: 0.12 0.86 -0.79  0.097
H: 1.69 0.26 -0.08  0.075
H: 0.66 1.28 1.90  0.111
H: 0.44 -0.52 1.90  0.109
C: -0.80 -1.18 -5.70  -0.078
C: 0.45 -1.17 -4.70  -0.221
C: 1.16 0.20 -4.67  -0.177
C: 2.06 0.35 -5.85  -0.235
N: 2.76 0.54 -6.72  0.151
H: -1.17 -2.14 -6.05  0.064
H: -0.38 -0.75 -6.61  0.062
H: -1.70 -0.67 -5.37  0.052
H: 1.11 -1.93 -5.11  0.100
H: 0.20 -1.59 -3.72  0.075
H: 1.83 0.36 -3.83  0.098
H: 0.52 1.08 -4.67  0.099
C: -3.39 -3.91 -2.11  -0.112
C: -3.50 -2.40 -2.11  -0.250
C: -4.89 -1.88 -1.58  -0.176
C: -6.04 -2.77 -1.99  -0.229
N: -6.96 -3.40 -2.28  0.133
H: -2.38 -4.30 -2.15  0.067
H: -4.00 -4.26 -2.95  0.074
H: -3.87 -4.30 -1.21  0.075
H: -3.26 -1.97 -3.09  0.084
H: -2.83 -1.98 -1.35  0.078
H: -5.13 -0.83 -1.78  0.074
H: -4.87 -1.82 -0.50  0.098
C: -4.43 -1.98 6.00  -0.092
C: -3.69 -2.81 4.88  -0.233
C: -2.16 -3.10 5.04  -0.175
C: -1.34 -1.84 5.11  -0.213
N: -0.79 -0.84 5.17  0.137
H: -4.25 -2.41 6.99  0.066
H: -5.50 -1.94 5.79  0.063
H: -4.19 -0.92 6.13  0.060
H: -3.89 -2.38 3.90  0.096
H: -4.16 -3.80 4.89  0.097
H: -1.88 -3.71 4.19  0.097
H: -2.07 -3.73 5.92  0.112
C: 2.69 -4.98 0.17  -0.138
C: 2.02 -6.30 0.09  -0.272
C: 0.60 -6.38 0.77  -0.150
C: 0.65 -5.95 2.24  -0.198
N: 0.73 -5.60 3.36  0.118
H: 2.12 -4.19 -0.32  0.065
H: 3.63 -4.98 -0.38  0.077
H: 2.97 -4.82 1.21  0.064
H: 2.70 -7.03 0.53  0.111
H: 1.88 -6.55 -0.96  0.107
H: 0.15 -7.36 0.62  0.108
H: -0.03 -5.64 0.29  0.101
C: 6.75 2.61 2.71  -0.106
C: 5.52 2.26 1.91  -0.301
C: 4.27 3.00 2.27  -0.191
C: 3.85 2.73 3.64  -0.215
N: 3.47 2.54 4.70  0.159
H: 7.64 2.07 2.37  0.073
H: 6.67 2.27 3.75  0.058
H: 7.04 3.66 2.77  0.080
H: 5.26 1.21 1.89  0.095
H: 5.83 2.50 0.89  0.097
H: 3.50 2.60 1.62  0.091
H: 4.48 4.05 2.03  0.130
C: -6.96 1.52 -0.22  -0.068
C: -6.77 0.31 0.78  -0.225
C: -7.95 0.06 1.73  -0.197
C: -7.69 0.76 2.95  -0.232
N: -7.49 1.42 3.93  0.134
H: -6.82 2.50 0.23  0.068
H: -8.01 1.54 -0.52  0.066
H: -6.35 1.40 -1.11  0.049
H: -5.85 0.36 1.36  0.099
H: -6.74 -0.59 0.17  0.074
H: -7.92 -1.02 1.90  0.120
H: -8.92 0.37 1.35  0.125
C: -0.99 3.31 -3.07  -0.109
C: -2.35 3.87 -2.60  -0.221
C: -3.17 2.75 -1.98  -0.196
C: -3.53 1.59 -2.83  -0.212
N: -3.79 0.71 -3.50  0.162
H: -0.91 3.32 -4.16  0.062
H: -0.82 2.29 -2.71  0.053
H: -0.17 3.95 -2.74  0.069
H: -2.90 4.31 -3.43  0.110
H: -2.03 4.68 -1.94  0.109
H: -4.14 3.19 -1.74  0.106
H: -2.81 2.28 -1.07  0.099
C: 3.81 -2.13 -2.40  -0.075
C: 5.17 -1.30 -2.61  -0.189
C: 5.53 -0.40 -1.36  -0.170
C: 4.57 0.72 -1.04  -0.191
N: 3.81 1.58 -0.79  0.152
H: 3.02 -1.59 -2.93  0.036
H: 3.62 -2.26 -1.34  0.049
H: 3.79 -3.08 -2.94  0.065
H: 5.09 -0.65 -3.48  0.095
H: 5.97 -2.01 -2.83  0.095
H: 6.50 0.10 -1.36  0.108
H: 5.65 -1.04 -0.49  0.096
C: 2.87 5.18 -8.00  -0.119
C: 3.38 4.28 -6.92  -0.270
C: 2.47 4.27 -5.69  -0.193
C: 3.08 3.67 -4.45  -0.215
N: 3.58 3.22 -3.49  0.131
H: 2.94 6.17 -7.56  0.081
H: 1.85 4.96 -8.30  0.075
H: 3.39 5.01 -8.94  0.078
H: 4.35 4.69 -6.64  0.116
H: 3.40 3.23 -7.22  0.093
H: 1.59 3.64 -5.81  0.104
H: 2.16 5.25 -5.32  0.117
C: 5.45 -0.52 4.93  -0.147
C: 4.09 -0.97 5.20  -0.260
C: 3.77 -2.40 4.55  -0.135
C: 3.80 -2.23 3.09  -0.210
N: 3.87 -1.96 1.93  0.142
H: 5.56 -0.39 3.85  0.055
H: 6.18 -1.30 5.16  0.081
H: 5.75 0.44 5.35  0.076
H: 3.39 -0.19 4.92  0.089
H: 3.98 -0.95 6.29  0.110
H: 2.76 -2.70 4.81  0.109
H: 4.51 -3.15 4.84  0.115
C: -1.28 3.80 3.97  -0.099
C: -2.53 3.08 4.54  -0.219
C: -3.82 2.96 3.66  -0.197
C: -3.76 3.56 2.39  -0.285
N: -3.67 4.00 1.31  0.154
H: -0.34 3.65 4.50  0.070
H: -1.52 4.87 3.97  0.068
H: -1.16 3.56 2.92  0.051
H: -2.94 3.50 5.46  0.094
H: -2.13 2.16 4.96  0.085
H: -4.70 3.35 4.17  0.115
H: -4.04 1.91 3.43  0.088

Structure (SMILES): CCCC#N.CCCC#N.CCCC#N.CCCC#N.CCCC#N.CCCC#N.CCCC#N.CCCC#N.CCCC#N.CCCC#N.CCCC#N.CCCC#N
Multiplicity: 1
HOMO level in eV: -10.6
HOMO-LUMO gap in eV: 10.723
Strongest force on any atom in eV/Å: 6.25
Relative energy (zero: lowest compared OMol25 entry of this formula, charge and spin) in eV: 3.988
LUMO energy in Eh: 0.006

=====

Density functional theory data (ωB97M-V/def2-TZVPD) for a 7-piece molecular cluster, C19H49NO8 overall in a non-equilibrium geometry.

Last column: Löwdin charge in e.
Cartesian coordinates (Å):
C: -1.26 -0.88 -1.75  -0.040
C: 0.18 -1.58 -1.51  -0.369
O: 0.72 -2.09 -2.78  -0.085
C: 1.15 -0.51 -0.83  -0.099
C: 1.02 -0.40 0.75  -0.240
C: 0.67 -1.72 1.60  -0.178
N: 1.95 -2.52 1.57  0.046
C: 3.07 -1.60 1.22  -0.391
O: 4.18 -1.97 0.81  0.047
C: 2.47 -0.13 1.43  -0.053
H: -1.17 0.24 -1.92  0.053
H: -1.81 -1.31 -2.65  0.080
H: -1.85 -1.10 -0.80  0.090
H: -0.03 -2.50 -0.88  0.110
H: 1.01 -3.01 -2.61  0.049
H: 2.24 -0.65 -1.18  0.132
H: 0.84 0.52 -1.25  0.106
H: 0.36 0.46 1.09  0.141
H: -0.17 -2.39 1.23  0.115
H: 0.33 -1.41 2.65  0.109
H: 1.83 -3.00 0.65  0.113
H: 3.09 0.73 1.03  0.123
H: 2.38 0.00 2.57  0.127
C: -1.08 -0.04 6.60  -0.093
C: -0.34 -0.09 5.28  -0.329
O: -1.05 0.63 4.29  -0.091
H: -2.08 -0.46 6.49  0.078
H: -0.54 -0.60 7.37  0.074
H: -1.20 0.99 6.94  0.071
H: -0.24 -1.13 4.94  0.093
H: 0.67 0.34 5.38  0.108
H: -1.13 1.55 4.59  0.080
C: -0.51 -5.84 3.10  -0.090
C: -1.38 -4.60 3.20  -0.315
O: -0.60 -3.48 3.59  -0.108
H: -0.04 -6.05 4.07  0.077
H: -1.11 -6.71 2.81  0.072
H: 0.29 -5.70 2.38  0.070
H: -2.17 -4.74 3.94  0.112
H: -1.85 -4.38 2.23  0.106
H: 0.10 -3.36 2.93  0.023
C: -0.47 4.75 -1.09  -0.085
C: 0.20 3.45 -1.49  -0.305
O: -0.49 2.35 -0.91  -0.116
H: -0.48 4.86 0.00  0.079
H: 0.04 5.61 -1.52  0.056
H: -1.52 4.76 -1.41  0.058
H: 1.23 3.43 -1.14  0.110
H: 0.19 3.33 -2.58  0.115
H: -1.40 2.37 -1.23  0.059
C: 3.40 7.99 -1.65  -0.095
C: 3.22 6.50 -1.84  -0.321
O: 2.16 6.24 -2.75  -0.097
H: 2.48 8.44 -1.27  0.077
H: 4.22 8.20 -0.95  0.074
H: 3.63 8.48 -2.60  0.072
H: 2.98 6.02 -0.89  0.111
H: 4.14 6.04 -2.23  0.109
H: 2.38 6.66 -3.59  0.084
C: 0.84 -7.09 -2.28  -0.088
C: 0.17 -5.74 -2.38  -0.302
O: 0.90 -4.78 -1.61  -0.109
H: 0.89 -7.43 -1.24  0.077
H: 0.29 -7.84 -2.86  0.077
H: 1.87 -7.05 -2.66  0.076
H: -0.85 -5.78 -1.98  0.118
H: 0.13 -5.39 -3.42  0.115
H: 1.79 -4.74 -1.97  0.095
C: -4.56 3.26 -4.06  -0.091
C: -4.10 2.44 -2.87  -0.313
O: -3.65 3.30 -1.83  -0.095
H: -3.74 3.88 -4.43  0.078
H: -4.90 2.61 -4.87  0.076
H: -5.37 3.93 -3.78  0.073
H: -3.27 1.78 -3.15  0.108
H: -4.92 1.82 -2.48  0.111
H: -4.39 3.87 -1.58  0.089

Structure (SMILES): C[C@@H](O)C[C@H]1CNC(=O)C1.CCO.CCO.CCO.CCO.CCO.CCO
Multiplicity: 1
HOMO level in eV: -9.4
HOMO-LUMO gap in eV: 10.023
Strongest force on any atom in eV/Å: 3.41
LUMO energy in Eh: 0.025

=====

Density functional theory data (ωB97M-V/def2-TZVPD) for a 2-piece molecular cluster, C34H46N2O5 overall in a non-equilibrium geometry.

Last column: Löwdin charge in e.
Cartesian coordinates (Å):
C: 5.84 2.11 -3.71  -0.076
C: 5.48 0.83 -3.01  -0.225
O: 4.04 0.77 -2.98  -0.006
C: 3.54 -0.37 -2.47  -0.476
C: 2.08 -0.50 -2.50  -0.111
C: 1.50 -1.84 -2.88  -0.385
C: 1.90 -2.92 -1.87  -0.067
C: 1.94 -2.23 -4.29  -0.050
C: 1.33 0.72 -2.74  -0.487
O: 1.73 1.86 -2.61  0.057
O: 0.04 0.42 -3.08  -0.065
C: -0.76 1.48 -3.67  -0.204
C: -0.98 2.62 -2.73  -0.085
O: 4.28 -1.25 -2.02  0.020
H: 6.93 2.19 -3.77  0.074
H: 5.45 2.14 -4.73  0.079
H: 5.46 2.99 -3.17  0.081
H: 5.88 -0.04 -3.55  0.127
H: 5.88 0.83 -1.98  0.118
H: 0.41 -1.69 -2.86  0.121
H: 1.29 -2.86 -0.97  0.053
H: 1.74 -3.92 -2.32  0.080
H: 2.95 -2.79 -1.62  0.073
H: 1.70 -1.42 -4.99  0.085
H: 3.03 -2.40 -4.30  0.089
H: 1.42 -3.14 -4.59  0.074
H: -0.24 1.82 -4.57  0.129
H: -1.70 1.00 -3.94  0.117
H: -1.75 3.29 -3.13  0.084
H: -1.33 2.27 -1.75  0.039
H: -0.05 3.17 -2.60  0.073
C: -4.17 -0.17 3.68  -0.020
N: -3.27 -0.93 2.84  -0.027
C: -3.78 -1.99 2.12  -0.417
O: -4.84 -2.56 2.35  0.085
C: -2.81 -2.28 0.99  -0.158
C: -3.46 -1.99 -0.36  -0.072
C: -4.02 -0.59 -0.39  -0.217
C: -5.34 -0.34 0.03  -0.040
C: -5.81 0.97 0.15  -0.080
C: -4.95 2.04 -0.12  -0.082
C: -3.67 1.80 -0.61  -0.070
C: -3.24 0.48 -0.82  -0.034
N: -1.68 -1.38 1.29  0.040
C: -0.75 -1.08 0.36  -0.012
C: 0.12 0.01 0.47  -0.082
C: 1.45 0.00 0.06  0.011
C: 2.39 0.98 0.56  -0.189
C: 3.78 0.71 0.54  0.000
C: 4.70 1.59 1.10  -0.065
C: 4.26 2.76 1.75  -0.071
C: 2.88 3.03 1.79  -0.078
C: 1.97 2.19 1.17  -0.025
C: -1.88 -0.60 2.54  -0.159
C: -0.94 -0.92 3.77  -0.526
C: -1.06 -2.41 4.09  -0.031
C: -1.41 -0.10 4.97  -0.055
C: 0.50 -0.54 3.47  -0.043
H: -4.97 0.28 3.07  0.096
H: -4.62 -0.82 4.45  0.107
H: -3.62 0.64 4.16  0.076
H: -2.49 -3.32 1.08  0.170
H: -2.74 -2.14 -1.16  0.120
H: -4.28 -2.71 -0.47  0.135
H: -5.99 -1.19 0.27  0.120
H: -6.83 1.14 0.49  0.107
H: -5.30 3.07 0.02  0.104
H: -3.00 2.63 -0.83  0.089
H: -2.27 0.28 -1.30  0.099
H: -0.74 -1.73 -0.53  0.141
H: -0.27 0.90 0.97  0.103
H: 1.86 -0.90 -0.41  0.098
H: 4.13 -0.23 0.09  0.115
H: 5.76 1.36 1.05  0.108
H: 4.97 3.43 2.22  0.104
H: 2.52 3.92 2.32  0.105
H: 0.91 2.46 1.14  0.110
H: -1.82 0.48 2.31  0.162
H: -0.74 -3.03 3.25  0.089
H: -0.41 -2.64 4.95  0.097
H: -2.09 -2.67 4.37  0.090
H: -1.49 0.96 4.72  0.094
H: -2.38 -0.46 5.34  0.073
H: -0.70 -0.20 5.80  0.098
H: 0.59 0.51 3.18  0.085
H: 1.11 -0.69 4.37  0.097
H: 0.93 -1.17 2.68  0.089

Multiplicity: 1
HOMO level in eV: -6.5
HOMO-LUMO gap in eV: 5.175
Strongest force on any atom in eV/Å: 1.63
Relative energy (zero: lowest compared OMol25 entry of this formula, charge and spin) in eV: 0.116
LUMO energy in Eh: -0.048

=====

Density functional theory data (ωB97M-V/def2-TZVPD) for one molecule with the formula C4H3FOS2 in a non-equilibrium geometry.

Last column: Löwdin charge in e.
Cartesian coordinates (Å):
C: -0.78 -1.86 -0.10  -0.141
C: -0.34 -0.58 0.12  -0.509
C: -0.03 1.86 -0.18  -0.438
C: 1.03 -0.16 0.32  -0.836
H: -1.76 -2.16 -0.62  0.148
H: -0.18 2.46 0.80  0.117
H: 0.08 2.53 -1.05  0.091
O: 1.22 1.17 -0.01  -0.145
F: -0.05 -2.92 0.29  0.001
S: -1.45 0.74 -0.41  0.926
S: 2.27 -1.07 0.85  0.785

Structure (SMILES): F/C=C1/SCOC1=S
Multiplicity: 1
HOMO level in eV: -8.8
HOMO-LUMO gap in eV: 8.203
Strongest force on any atom in eV/Å: 3.20
Relative energy (zero: lowest compared OMol25 entry of this formula, charge and spin) in eV: 0.344
LUMO energy in Eh: -0.022

=====

Values of E, in order: -33818.695, -19304.838, -69014.550, -38364.836, -49220.630, -30630.094, all in eV.